P:
Molecular formula: C3H5NO
Method: DFT, ωB97M-V/def2-TZVPD

Positions of all 10 atoms, in Å:
O: 1.9374 -0.5971 -0.7870
C: 1.5182 0.2467 -0.0266
N: 0.2698 0.1348 0.5808
C: -1.0379 0.6073 0.1250
C: -0.6433 -0.8188 -0.0055
H: 2.1614 1.0751 0.3186
H: -1.7532 0.8958 0.8981
H: -1.0720 1.2025 -0.7916
H: -0.4069 -1.1674 -1.0053
H: -0.9737 -1.5789 0.6935

Results
- Net charge: 0
- Kohn-Sham gap: 10.9 eV
- Lowest unoccupied orbital energy: 0.98 eV
- SMILES string: O=CN1CC1

Here are the Löwdin charges for atoms 1 to 5, given in e:
1. O 0.038
2. C -0.312
3. N -0.063
4. C -0.094
5. C -0.131

***

Q:
Molecular formula: C3H5NO
Method: DFT, ωB97M-V/def2-TZVPD

Positions of all 10 atoms, in Å:
C: 1.8293 0.0568 0.0607
C: 0.2268 1.0855 0.0034
C: -0.2131 -0.4076 0.0294
N: 1.0413 -0.9770 -0.0156
O: 2.9507 0.3720 -0.0898
H: 0.0478 1.7906 0.9012
H: 0.0460 1.4978 -1.0496
H: -0.9176 -0.6867 0.7978
H: -0.7661 -0.8480 -0.8858
H: 1.1773 -1.9299 0.0719

Results
- Net charge: 0
- Kohn-Sham gap: 9.9 eV
- Lowest unoccupied orbital energy: 0.88 eV

Here are the Löwdin charges for atoms 1 to 5, given in e:
1. C -0.412
2. C 0.002
3. C -0.289
4. N 0.051
5. O 0.108

***

R:
Molecular formula: C3H5NO
Method: DFT, ωB97M-V/def2-TZVPD

Positions of all 10 atoms, in Å:
C: -1.0662 0.4551 0.0333
C: 1.3788 -0.7328 0.3818
C: 0.3438 0.0852 -0.2141
N: -2.0811 -0.2571 0.1443
O: 1.5702 0.6738 0.0856
H: -1.1978 1.6658 0.0027
H: 1.6158 -0.9967 1.4227
H: 2.0722 -1.2368 -0.3267
H: 0.3725 0.1058 -1.9603
H: -3.0083 0.2376 0.4307

Results
- Net charge: 0
- Kohn-Sham gap: 9.5 eV
- Lowest unoccupied orbital energy: 0.04 eV

Here are the Löwdin charges for atoms 1 to 5, given in e:
1. C -0.298
2. C -0.098
3. C -0.310
4. N 0.065
5. O -0.069

***

S:
Molecular formula: C3H5NO
Method: DFT, ωB97M-V/def2-TZVPD

Positions of all 10 atoms, in Å:
C: -0.8571 1.6938 0.5931
C: -0.0857 -0.7173 0.3193
C: -0.0481 0.7339 0.0686
N: -1.5885 2.4735 0.9477
O: 1.2568 1.0881 -0.0726
H: 0.4126 -1.3924 -0.4353
H: 0.3721 -0.7839 1.2711
H: -1.0890 -1.1581 0.4388
H: -0.7100 0.8437 -1.2234
H: 1.5106 1.9510 0.2665

Results
- Net charge: 0
- Kohn-Sham gap: 10.6 eV
- Lowest unoccupied orbital energy: 0.52 eV

Here are the Löwdin charges for atoms 1 to 5, given in e:
1. C -0.258
2. C -0.056
3. C -0.520
4. N 0.184
5. O 0.016

***

Verdict on stability: P comes out on top.

***

P:
Molecular formula: C3H5NO
Method: DFT, ωB97M-V/def2-TZVPD

Positions of all 10 atoms, in Å:
C: 0.0977 0.4976 0.6098
C: 0.1510 1.4484 1.6929
C: -0.1230 -1.1233 -1.0326
N: 0.0261 1.6398 0.1457
O: 0.1631 -0.8983 0.2690
H: -0.8064 1.4666 2.1199
H: 1.0049 1.9673 2.0939
H: 0.6837 -1.8196 -1.3743
H: -0.1918 -0.2289 -1.7471
H: -1.1698 -1.5858 -0.9636

Results
- Net charge: 0
- Kohn-Sham gap: 11.1 eV
- Lowest unoccupied orbital energy: 1.03 eV
- SMILES string: COC1=NC1

Here are the Löwdin charges for atoms 1 to 5, given in e:
1. C -0.376
2. C -0.030
3. C -0.159
4. N 0.168
5. O -0.077

***

Q:
Molecular formula: C3H5NO
Method: DFT, ωB97M-V/def2-TZVPD

Positions of all 10 atoms, in Å:
C: -0.2142 -0.6704 0.3422
C: -0.0010 1.3160 0.1180
C: -0.1884 0.3108 -0.9552
O: 0.9406 -1.4645 0.4973
N: -0.1086 0.5317 1.1330
H: 0.9367 -1.7071 1.4379
H: -1.1425 -1.2274 0.5071
H: 0.3057 2.3627 0.0214
H: 0.6363 0.2178 -1.6634
H: -1.1646 0.3303 -1.4384

Results
- Net charge: 0
- Kohn-Sham gap: 10.9 eV
- Lowest unoccupied orbital energy: 1.06 eV

Here are the Löwdin charges for atoms 1 to 5, given in e:
1. C -0.396
2. C -0.136
3. C -0.076
4. O -0.019
5. N 0.084

***

Verdict on stability: Q comes out on top.

***

P:
Molecular formula: C3H5NO
Method: DFT, ωB97M-V/def2-TZVPD

Positions of all 10 atoms, in Å:
C: 0.3254 0.6098 0.8583
C: 0.9774 -0.4159 0.2090
C: 0.1847 -1.0018 -0.8966
H: -0.8824 0.3298 -0.5596
H: -1.7227 1.8359 0.4119
H: 0.5627 1.2421 1.7792
H: 1.9992 -0.4998 0.3194
H: 0.3693 -2.4238 -1.0681
N: -0.9774 0.8361 0.4799
O: -0.8362 -0.5124 -1.5334

Results
- Net charge: 0
- Kohn-Sham gap: 8.8 eV
- Lowest unoccupied orbital energy: 0.13 eV

Here are the Löwdin charges for atoms 1 to 5, given in e:
1. C -0.210
2. C -0.115
3. C -0.201
4. H -0.021
5. H 0.228

***

Q:
Molecular formula: C3H5NO
Method: DFT, ωB97M-V/def2-TZVPD

Positions of all 10 atoms, in Å:
C: -1.2213 0.5563 0.3311
O: -0.4952 0.2050 -0.8338
C: 0.5606 -0.6775 -0.5954
C: 1.6898 -0.0141 0.1066
N: 2.5448 0.5233 0.6705
H: -1.6647 1.5365 0.1488
H: -0.5685 0.6303 1.2103
H: -2.0191 -0.1718 0.5312
H: 0.9140 -1.0325 -1.5676
H: 0.2596 -1.5553 -0.0018

Results
- Net charge: 0
- Kohn-Sham gap: 11.7 eV
- Lowest unoccupied orbital energy: 0.81 eV
- SMILES string: COCC#N

Here are the Löwdin charges for atoms 1 to 5, given in e:
1. C -0.095
2. O -0.179
3. C -0.226
4. C -0.183
5. N 0.149

***

R:
Molecular formula: C3H5NO
Method: DFT, ωB97M-V/def2-TZVPD

Positions of all 10 atoms, in Å:
O: 2.3702 -0.0013 0.9411
C: 1.2128 0.0755 0.6615
C: 0.2418 1.2717 0.4180
N: -0.6908 0.1606 0.1957
C: 0.0407 -0.9307 0.3781
H: 0.0105 1.9001 1.2838
H: 0.4412 1.8857 -0.4660
H: -1.6728 0.1969 -0.0537
H: -0.9135 -2.3655 -1.5145
H: -1.2185 -2.5533 -2.1694

Results
- Net charge: 0
- Kohn-Sham gap: 8.7 eV
- Lowest unoccupied orbital energy: -0.11 eV

Here are the Löwdin charges for atoms 1 to 5, given in e:
1. O 0.114
2. C -0.380
3. C -0.077
4. N -0.030
5. C 0.026

***

S:
Molecular formula: C3H5NO
Method: DFT, ωB97M-V/def2-TZVPD

Positions of all 10 atoms, in Å:
O: -1.4809 0.6568 1.3720
C: -1.4285 0.1381 0.2800
C: -0.1684 -0.4372 -0.2721
C: 1.1549 0.2001 -0.5219
N: 0.9263 -0.4095 0.7544
H: -2.3641 -0.0468 -0.2823
H: -0.3437 -1.2620 -0.9704
H: 1.8186 -0.4485 -1.0914
H: 1.2319 1.2705 -0.6724
H: 0.6538 0.3386 1.4040

Results
- Net charge: 0
- Kohn-Sham gap: 10.5 eV
- Lowest unoccupied orbital energy: 0.71 eV
- SMILES string: O=C[C@H]1CN1

Here are the Löwdin charges for atoms 1 to 5, given in e:
1. O 0.040
2. C -0.226
3. C -0.253
4. C -0.159
5. N 0.037

***

Verdict on stability: Q comes out on top.

***

P:
Molecular formula: C3H5NO
Method: DFT, ωB97M-V/def2-TZVPD

Positions of all 10 atoms, in Å:
C: 0.6068 0.2557 0.0019
C: 2.0223 0.4765 -0.0461
C: -1.8129 -0.3456 -0.0071
N: 1.2326 -0.7391 0.4255
O: -0.8802 0.6737 -0.1948
H: 2.5560 0.3607 -0.9797
H: 2.5109 1.0668 0.7162
H: -2.7608 0.1286 -0.2729
H: -1.8441 -0.6840 1.0303
H: -1.6305 -1.1934 -0.6733

Results
- Net charge: 0
- Kohn-Sham gap: 11.4 eV
- Lowest unoccupied orbital energy: 1.04 eV
- SMILES string: COC1=NC1

Here are the Löwdin charges for atoms 1 to 5, given in e:
1. C -0.256
2. C -0.076
3. C -0.141
4. N 0.162
5. O -0.120

***

Q:
Molecular formula: C3H5NO
Method: DFT, ωB97M-V/def2-TZVPD

Positions of all 10 atoms, in Å:
C: 0.6332 0.5121 0.1399
C: -0.5854 -0.3992 0.2413
C: -1.7565 0.2561 -0.1534
H: 1.5497 -1.3593 -0.3327
H: 2.6167 -0.0041 -0.3617
H: -0.4119 -1.5723 1.0103
H: -2.7801 -0.1644 0.0787
H: -1.5555 1.3607 -0.7489
N: 1.6883 -0.3307 -0.0932
O: 0.6014 1.7010 0.2198

Results
- Net charge: 0
- Kohn-Sham gap: 10.7 eV
- Lowest unoccupied orbital energy: 0.84 eV

Here are the Löwdin charges for atoms 1 to 5, given in e:
1. C -0.644
2. C -0.146
3. C -0.012
4. H 0.122
5. H 0.104

***

Verdict on stability: Q comes out on top.

***

P:
Molecular formula: C3H5NO
Method: DFT, ωB97M-V/def2-TZVPD

Positions of all 10 atoms, in Å:
C: 1.7989 -0.1959 0.0488
C: 0.6041 -0.4903 -0.3569
C: -0.6993 0.1346 0.3291
N: -1.7821 0.5126 -0.5912
O: -1.8311 -0.6040 0.4016
H: 2.5749 -0.7250 -0.5695
H: 1.8074 0.5137 0.9343
H: 0.4407 -1.1658 -1.1592
H: -0.5276 0.7007 1.2066
H: -2.3859 1.3194 -0.2436

Results
- Net charge: 0
- Kohn-Sham gap: 11.2 eV
- Lowest unoccupied orbital energy: 1.09 eV
- SMILES string: C=C[C@H]1NO1

Here are the Löwdin charges for atoms 1 to 5, given in e:
1. C -0.019
2. C -0.120
3. C -0.377
4. N 0.077
5. O -0.053

***

Q:
Molecular formula: C3H5NO
Method: DFT, ωB97M-V/def2-TZVPD

Positions of all 10 atoms, in Å:
O: 1.7578 0.1597 1.6457
C: 1.4240 -0.2590 0.5507
C: 0.6231 0.6062 -0.3455
C: -1.0627 -0.1014 -0.6215
N: -0.6128 1.0823 0.1562
H: 1.8628 -1.1870 0.1322
H: -0.1441 -0.3714 -1.2714
H: -1.7971 0.1768 -1.3764
H: -1.3390 -0.9663 -0.0215
H: -0.7120 0.8601 1.1515

Results
- Net charge: 0
- Kohn-Sham gap: 8.7 eV
- Lowest unoccupied orbital energy: 0.14 eV

Here are the Löwdin charges for atoms 1 to 5, given in e:
1. O 0.026
2. C -0.321
3. C -0.085
4. C -0.111
5. N -0.062

***

R:
Molecular formula: C3H5NO
Method: DFT, ωB97M-V/def2-TZVPD

Positions of all 10 atoms, in Å:
C: -0.7676 -1.2169 -0.0935
C: -0.4786 1.0119 0.2539
N: 0.8319 0.9117 0.0281
C: 1.7564 0.1840 -0.2452
O: 0.3674 -1.6786 -0.3509
H: -1.2108 -1.3157 0.9201
H: -1.4940 -0.9948 -0.9039
H: -1.0558 1.5209 -0.5187
H: -0.7674 1.2022 1.2881
H: 2.8184 0.3755 -0.3780

Results
- Net charge: 0
- Kohn-Sham gap (alpha / beta): 9.4 / 9.4 eV
- Lowest unoccupied orbital energy (alpha / beta): 0.79 / 0.79 eV

Here are the Löwdin charges for atoms 1 to 5, given in e:
1. C -0.255
2. C -0.086
3. N -0.077
4. C 0.143
5. O -0.141

***

S:
Molecular formula: C3H5NO
Method: DFT, ωB97M-V/def2-TZVPD

Positions of all 10 atoms, in Å:
C: 0.4753 0.1388 -0.0285
C: -0.7667 -0.6879 -0.0484
C: -1.9323 -0.0556 0.0319
H: 1.7099 -1.6326 1.0578
H: 2.5008 -0.1007 0.4978
H: -0.6834 -1.7658 -0.1010
H: -2.8299 -0.5950 0.0049
H: -1.9669 1.0171 0.1945
N: 1.6104 -0.5808 -0.2299
O: 0.4174 1.3462 0.0282

Results
- Net charge: 0
- Kohn-Sham gap: 9.1 eV
- Lowest unoccupied orbital energy: -1.11 eV

Here are the Löwdin charges for atoms 1 to 5, given in e:
1. C -0.704
2. C -0.123
3. C 0.054
4. H 0.277
5. H 0.161

***

Verdict on stability: P comes out on top.

***

P:
Molecular formula: C3H5NO
Method: DFT, ωB97M-V/def2-TZVPD

Positions of all 10 atoms, in Å:
C: 0.7268 -0.1592 -0.6895
C: -0.3116 -1.1544 -0.9563
C: -1.1649 -1.9664 -1.2229
H: -0.0143 0.9588 2.1191
H: 1.3022 -0.0136 -1.6049
H: 0.2786 0.7849 -0.3831
H: 1.4277 -0.4924 0.0902
H: -1.9676 -2.6274 -1.4563
N: 0.1625 1.9437 1.7054
O: -0.4395 2.7260 2.3983

Results
- Net charge: 0
- Kohn-Sham gap: 9.3 eV
- Lowest unoccupied orbital energy: -0.55 eV
- SMILES string: C#CC.N=O

Here are the Löwdin charges for atoms 1 to 5, given in e:
1. C -0.130
2. C -0.207
3. C 0.085
4. H 0.080
5. H 0.079

***

Q:
Molecular formula: C3H5NO
Method: DFT, ωB97M-V/def2-TZVPD

Positions of all 10 atoms, in Å:
O: -1.7289 -1.1603 1.3639
C: -0.7394 -0.6712 0.9105
C: 0.4937 -1.2448 0.1437
N: 0.8005 0.1889 0.0475
C: -0.1746 0.7831 0.7220
H: 1.2154 -1.8212 0.7338
H: 0.2821 -1.7426 -0.8090
H: 1.5702 0.6431 -0.4352
H: -0.8106 2.3960 -0.9872
H: -0.9083 2.6291 -1.6900

Results
- Net charge: 0
- Kohn-Sham gap: 8.7 eV
- Lowest unoccupied orbital energy: -0.10 eV

Here are the Löwdin charges for atoms 1 to 5, given in e:
1. O 0.113
2. C -0.379
3. C -0.076
4. N -0.032
5. C 0.015

***

Verdict on stability: Q comes out on top.